A | Entry from the Open Molecules 2025 dataset: a structure of composition C3H9NO2S (the ωB97M-V functional and the def2-TZVPD basis).

Last column: Löwdin charge in e.
Geometry (Å):
S  -0.267  -1.634  2.468  -0.016
O  2.590  0.895  -2.290  -0.340
O  0.426  1.436  -1.334  -0.273
N  -2.047  0.258  0.731  -0.042
C  -0.856  -0.181  0.018  -0.468
C  -0.294  -1.500  0.623  -0.725
C  0.239  0.954  -0.057  -0.353
H  -0.730  -2.405  0.181  0.017
H  -1.102  -0.401  -1.024  0.106
H  0.752  -1.573  0.298  0.018
H  1.177  0.539  0.342  0.093
H  -0.181  1.731  0.618  0.082
H  -1.772  0.882  1.490  0.023
H  -2.402  -0.477  1.346  -0.002
H  2.873  0.215  -1.688  -0.086
H  1.593  1.261  -1.720  -0.034

Charge: -2
Kohn-Sham gap in eV: 5.76
E_HOMO in eV: 0.31
LUMO in eV: 6.07

=====

B | Entry from the Open Molecules 2025 dataset: a cluster of 2 separate species, C3H9NO2S in total (the ωB97M-V functional and the def2-TZVPD basis).

Last column: Löwdin charge in e.
Geometry (Å):
S  -2.371  -1.315  -1.186  0.011
O  1.654  0.036  0.730  -0.119
O  4.627  -0.455  -0.251  -0.656
N  -1.655  0.609  1.313  -0.031
C  0.431  -0.420  0.126  -0.266
C  -0.805  0.577  0.145  -0.520
C  -1.610  0.456  -1.199  -0.585
H  0.087  -1.447  0.439  0.087
H  -0.226  1.454  0.218  0.088
H  -1.182  0.043  2.036  0.058
H  4.053  -0.393  0.501  -0.242
H  0.526  -0.584  -0.982  0.099
H  2.441  -0.248  0.199  0.041
H  -1.007  0.562  -2.059  0.016
H  -2.539  0.046  1.079  0.033
H  -2.425  1.081  -1.109  -0.014

Charge: -2
Kohn-Sham gap in eV: 6.20
E_HOMO in eV: -0.32
LUMO in eV: 5.88

=====

C | Entry from the Open Molecules 2025 dataset: a cluster of 2 separate species, C3H9NO2S in total (the ωB97M-V functional and the def2-TZVPD basis).

Last column: Löwdin charge in e.
Geometry (Å):
S  2.697  -2.198  -1.291  -0.034
O  -2.211  2.568  2.031  -0.569
O  -0.865  1.483  -0.004  -0.156
N  -0.323  -0.929  -1.523  0.024
C  0.623  -0.309  -0.635  -0.509
C  -0.084  0.433  0.519  -0.293
C  1.642  -1.311  -0.085  -0.772
H  -0.905  -0.337  -2.074  0.045
H  0.641  0.868  1.226  0.107
H  2.227  -0.757  0.658  0.033
H  -0.590  -1.885  -1.409  0.047
H  -0.729  -0.304  1.018  0.109
H  -3.006  2.400  1.512  -0.163
H  1.167  0.443  -1.200  0.115
H  -1.378  1.897  0.772  -0.007
H  1.095  -2.063  0.485  0.025

Charge: -2
Kohn-Sham gap in eV: 5.80
E_HOMO in eV: 0.16
LUMO in eV: 5.96

=====

Which structure above is the least stable one? B is the least stable one.